1.
Entry from the OMol25 dataset: C25H46Cl2N3O5SiV as an isolated structure in a non-equilibrium geometry (ωB97M-V with the def2-TZVPD basis set).

Calculated values
F_max, Eh/bohr: 0.0592
Energy relative to the best compared isomer or geometry (same formula, charge and spin), kcal/mol: 0.00
HOMO level (alpha / beta), eV: -6.76 / -6.68
Kohn-Sham gap (alpha / beta), eV: 7.20 / 7.13

```
! wB97M-V def2-TZVPD RIJCOSX def2/J DEFGRID3
* xyz 0 3
V -0.170 0.159 -0.442
Cl -1.202 -0.305 -2.433
Cl -1.551 -1.483 0.544
Si -2.488 4.024 -4.031
O 1.792 -0.786 -1.292
O 0.792 1.887 -1.278
O 1.224 0.351 1.177
O -1.315 1.514 0.556
O -3.818 3.560 -4.913
N -3.393 1.390 1.479
N 2.777 -0.290 2.707
N 1.692 2.850 -3.145
C -8.156 3.133 -6.472
C -6.733 3.567 -6.526
C -2.074 1.149 1.497
C 3.200 1.070 3.027
C -3.666 3.964 -8.542
C -4.249 3.270 -6.237
C 1.933 4.137 -2.494
C -4.056 4.384 -7.269
C 0.939 -1.570 -0.884
C 0.898 -3.015 -0.666
C -2.313 2.745 -2.711
C -1.034 4.288 -5.183
C 2.042 2.720 -4.553
C -5.698 2.829 -6.088
C -5.866 1.548 -5.328
C 3.506 -1.350 3.391
C 1.115 1.834 -2.506
C -4.328 5.733 -7.024
C -4.289 6.638 -8.095
C -3.998 6.201 -9.392
C -4.312 0.484 2.154
C -3.935 2.198 0.387
C -2.881 5.673 -3.237
C -3.674 4.853 -9.618
C 1.801 -0.555 1.837
H 3.339 1.116 4.108
H -8.418 2.692 -5.500
H 2.466 1.816 2.722
H 3.413 -1.228 4.477
H 2.024 3.997 -1.412
H -0.160 4.709 -4.659
H -6.875 1.458 -4.903
H -1.678 0.593 2.362
H 2.869 4.534 -2.899
H -3.222 6.373 -4.014
H 0.463 -3.498 -1.558
H -3.408 2.915 -8.676
H -3.861 1.665 -0.571
H 2.140 1.663 -4.808
H 3.088 -2.319 3.101
H -3.296 2.512 -2.267
H 2.998 3.210 -4.754
H 4.572 -1.313 3.136
H -5.133 1.060 2.592
H 1.904 -3.403 -0.431
H -0.734 3.363 -5.695
H 0.935 0.936 -3.116
H -8.398 2.395 -7.254
H -3.774 -0.043 2.943
H -3.684 2.385 -6.577
H -5.694 0.670 -5.972
H -1.620 2.978 -1.884
H -6.570 4.534 -6.998
H -4.749 -0.239 1.447
H -3.678 5.550 -2.487
H -3.417 4.500 -10.622
H 0.219 -3.206 0.179
H -4.489 7.698 -7.914
H 1.506 -1.621 1.746
H -4.987 2.376 0.623
H 4.166 1.287 2.558
H -3.408 3.158 0.324
H -3.999 6.901 -10.241
H -1.341 5.022 -5.947
H -1.964 1.803 -3.161
H -1.980 6.075 -2.745
H 1.119 4.849 -2.709
H -8.805 4.001 -6.643
H -5.147 1.496 -4.502
H -4.595 6.059 -6.019
H 1.299 3.167 -5.223
*
```

These are the Mulliken partial charges, in e, on atoms 1 to 8: 0.75, -0.58, -0.55, -0.27, -0.53, -0.62, -0.43, -0.52



2.
Entry from the OMol25 dataset: C25H46Cl2O6SeSi3Sr as an isolated structure in a non-equilibrium geometry (ωB97M-V with the def2-TZVPD basis set).

Calculated values
F_max, Eh/bohr: 0.0341
Energy relative to the best compared isomer or geometry (same formula, charge and spin), kcal/mol: 15.93
HOMO level, eV: -2.03
Kohn-Sham gap, eV: 6.36

```
! wB97M-V def2-TZVPD RIJCOSX def2/J DEFGRID3
* xyz -2 1
Sr -0.327 -0.294 2.065
Se -0.520 -1.259 4.871
Cl 1.771 -5.542 2.733
Cl 1.141 -3.102 1.231
Si 2.079 -0.750 -2.683
Si -0.858 -1.541 -2.290
Si -0.157 1.365 -2.387
O -2.013 -1.392 -1.057
O -0.175 -0.814 6.380
O -3.101 -1.045 1.829
O -1.206 -2.738 4.738
O 0.813 -1.249 3.866
O -1.503 -0.155 4.101
C -3.559 1.292 1.905
C 0.784 2.785 -1.584
C 0.619 3.660 2.746
C -3.432 -2.358 2.262
C 4.084 2.883 1.625
C -3.948 -0.075 2.417
C -1.940 1.628 -1.791
C 0.424 -0.327 -2.095
C 3.089 4.915 2.631
C -1.850 -1.457 -3.917
C 2.969 -2.129 -1.738
C 3.319 0.679 -2.643
C 0.751 4.943 3.199
C -0.212 1.845 -4.234
C -2.434 -3.337 1.682
C -0.353 -3.363 -2.235
C 3.920 1.605 1.174
C -3.371 -1.680 -1.265
C 2.138 -1.326 -4.504
C 1.513 1.588 1.721
C 2.010 5.583 3.140
C 2.971 3.584 2.155
C 2.649 0.983 1.220
C 1.322 -3.816 2.854
C 1.708 2.925 2.206
H -4.988 -0.304 2.141
H 5.051 3.375 1.586
H 3.926 -2.354 -2.222
H -0.343 3.160 2.795
H 4.060 5.399 2.583
H 4.767 1.062 0.766
H -1.246 -3.981 -2.377
H 3.417 1.089 -1.635
H -3.400 -2.391 3.357
H -2.023 1.388 -0.728
H -2.215 2.679 -1.926
H 2.597 -0.029 0.811
H -0.642 2.842 -4.379
H 0.320 3.732 -1.883
H 1.553 -2.238 -4.653
H -3.799 -1.073 -2.070
H 2.114 -3.281 3.359
H -1.527 -3.336 2.288
H 3.162 -1.525 -4.838
H -1.141 -1.604 -4.737
H 2.393 -3.052 -1.690
H -2.332 -0.488 -4.077
H -2.672 1.013 -2.324
H 1.711 -0.553 -5.152
H -4.263 2.040 2.272
H 1.833 2.824 -1.865
H 4.299 0.310 -2.961
H 3.179 -1.816 -0.711
H 0.353 -3.619 -3.029
H -0.104 5.469 3.607
H -2.572 1.580 2.274
H 2.117 6.601 3.499
H 0.743 2.710 -0.494
H -3.917 -1.465 -0.347
H -3.847 -0.121 3.507
H -2.842 -4.349 1.698
H -3.534 -2.736 -1.522
H 3.036 1.494 -3.313
H -3.558 1.318 0.815
H 0.799 1.853 -4.655
H -0.803 1.127 -4.811
H 0.094 -3.642 -1.280
H -4.456 -2.584 1.929
H 0.387 -3.727 3.403
H -2.191 -3.074 0.650
H -2.613 -2.239 -3.990
*
```

These are the Mulliken partial charges, in e, on atoms 1 to 8: 1.37, 1.28, -0.24, 0.02, -0.09, -0.59, -0.03, -0.08



3.
Entry from the OMol25 dataset: a 2-piece molecular cluster, C25H46F4N4O5 overall in a non-equilibrium geometry (ωB97M-V with the def2-TZVPD basis set).

Calculated values
F_max, Eh/bohr: 0.0492
HOMO level, eV: -8.41
SMILES string: CC(=O)NCCCC[C@@]1(CCCOC(C)=O)C(=O)N[C@](C)(F)[C@@]1(N)C[C@H](O)C(F)(F)F.CCN(CC)CC
Kohn-Sham gap, eV: 8.82

```
! wB97M-V def2-TZVPD RIJCOSX def2/J DEFGRID3
* xyz 0 1
F -0.702 -0.796 -4.293
F -0.516 1.238 2.264
F -2.172 0.270 -3.085
F -2.021 -1.918 -2.971
O -4.883 -4.846 0.154
O 0.804 0.120 -2.386
O 1.049 -2.724 2.966
O -2.951 -5.594 1.094
O 6.844 -1.549 -1.517
N -1.754 -0.795 1.434
N 5.780 -2.549 0.255
N 0.950 -0.432 2.526
N -1.831 4.900 -0.066
C -0.504 -0.648 0.677
C -2.699 4.356 0.965
C 7.899 -1.373 0.610
C 4.911 -3.259 -0.714
C -2.625 7.298 -0.487
C 0.828 -1.804 2.212
C 2.387 -2.743 -0.779
C -4.194 4.689 0.902
C -1.490 -3.606 0.968
C 1.254 1.391 0.817
C 3.808 -2.362 -1.261
C -4.412 -4.153 2.402
C -0.274 -0.680 -1.937
C 6.817 -1.834 -0.335
C -0.123 -3.252 0.393
C -2.126 4.399 -1.393
C 0.340 0.408 1.527
C -1.920 -4.938 0.357
C 1.801 -1.597 0.035
C 0.411 -1.859 0.733
C -4.120 -4.873 1.117
C -1.036 4.708 -2.409
C -1.553 6.323 0.019
C -1.309 -0.766 -3.080
C -0.943 -0.102 -0.692
H -0.859 0.977 -0.760
H 0.501 1.030 -2.402
H -4.397 5.717 1.198
H 5.515 -3.648 -1.525
H -2.307 4.659 1.939
H -4.307 -3.093 2.210
H -2.220 3.310 -1.326
H -0.964 5.774 -2.625
H -0.189 -3.424 -0.673
H 4.518 -4.119 -0.185
H -2.321 -4.719 -0.632
H 0.576 -3.952 0.830
H 1.876 -0.173 2.825
H 8.728 -2.066 0.608
H 2.487 -3.645 -0.197
H -4.610 4.526 -0.093
H -1.088 -5.613 0.208
H 8.243 -0.416 0.250
H -1.483 -3.678 2.048
H -3.452 7.401 0.213
H -2.215 -2.878 0.643
H 1.783 -2.919 -1.659
H -1.596 -1.010 2.405
H 1.406 1.152 -0.223
H -2.590 3.266 0.938
H 0.088 -1.687 -1.812
H -2.186 8.290 -0.612
H 1.733 -0.747 -0.630
H -1.311 6.562 1.057
H -2.001 -0.316 -0.773
H -2.320 0.028 1.334
H 0.804 2.370 0.878
H 3.823 -2.428 -2.340
H -5.418 -4.369 2.721
H -0.063 4.363 -2.053
H -3.030 6.999 -1.455
H -0.630 6.520 -0.532
H 7.522 -1.234 1.614
H 2.547 -1.338 0.774
H 4.055 -1.342 -0.993
H 6.176 -3.239 0.879
H 2.234 1.460 1.277
H -3.086 4.769 -1.785
H -1.254 4.200 -3.349
H -3.698 -4.408 3.171
H -4.740 4.044 1.592
*
```

These are the Mulliken partial charges, in e, on atoms 1 to 8: -0.28, -0.45, -0.23, -0.26, -0.58, -0.60, -0.60, -0.42



4.
Entry from the OMol25 dataset: a 3-piece molecular cluster, C25H46N2O7 overall in a non-equilibrium geometry (ωB97M-V with the def2-TZVPD basis set).

Calculated values
F_max, Eh/bohr: 0.1825
HOMO level, eV: -8.72
SMILES string: C#CCCCC1=C(CC(C)C)C(=O)OC1=O.COCCNCCOC.COCCNCCOC
Kohn-Sham gap, eV: 7.37

```
! wB97M-V def2-TZVPD RIJCOSX def2/J DEFGRID3
* xyz 0 1
O -2.104 7.191 -0.370
O 3.993 -1.939 6.412
O 3.111 -4.958 3.185
O 1.212 -3.149 0.107
O -2.307 -0.718 -1.310
O 0.194 7.888 -1.277
O -3.681 5.507 0.166
N -1.056 -3.588 -1.840
N 4.970 -4.839 5.563
C 5.110 -4.132 6.841
C -3.002 6.112 -0.811
C -1.014 7.313 -1.362
C 0.347 -3.337 -2.176
C -6.099 4.841 -1.853
C -1.292 -0.755 -0.317
C -1.927 -1.274 -2.570
C 4.118 -4.556 2.267
C 1.294 -3.908 -1.107
C 3.324 -2.094 5.168
C 3.492 -6.076 3.999
C -5.874 3.441 -4.079
C -0.846 2.630 -2.677
C -2.914 5.863 -2.429
C 3.747 -5.636 5.450
C -1.629 6.612 -2.711
C 0.044 3.662 -3.062
C 0.572 6.072 -4.300
C -4.999 4.082 -2.806
C -3.877 5.063 -3.487
C 4.016 -3.114 7.225
C 0.979 5.048 -3.087
C -2.013 -2.813 -2.638
C 0.555 -3.839 1.162
C -0.937 6.708 -4.199
H -6.018 4.322 -0.781
H 2.636 -6.763 3.995
H -0.518 -3.879 0.997
H 2.476 -2.782 5.231
H 0.659 5.473 -5.306
H 2.950 -1.116 4.857
H -0.821 7.872 -4.436
H 4.033 -2.422 4.406
H 1.120 -4.977 -0.942
H 1.057 5.540 -2.025
H 1.375 6.955 -4.280
H -5.766 5.951 -1.695
H 2.870 -5.069 5.776
H -3.012 -3.108 -2.295
H -4.469 5.884 -4.120
H -7.214 4.722 -2.189
H 4.989 -4.149 4.817
H 2.077 4.654 -3.341
H 3.833 -6.524 6.088
H 5.207 -4.873 7.643
H 3.019 -3.563 7.289
H -7.010 3.281 -3.812
H 4.246 -2.763 8.238
H 4.349 -6.619 3.584
H 0.953 -4.852 1.282
H -1.473 0.060 0.388
H -1.619 6.244 -5.051
H -2.652 -0.881 -3.293
H 0.575 -3.796 -3.145
H 3.670 -3.861 1.551
H -0.954 -0.886 -2.890
H -1.210 -3.366 -0.860
H -0.290 -0.628 -0.738
H 0.733 -3.290 2.092
H -3.264 4.423 -4.277
H -4.480 3.144 -2.296
H 4.928 -4.039 2.774
H -5.862 4.221 -4.977
H 0.553 -2.265 -2.252
H -5.458 2.411 -4.447
H -1.361 -1.687 0.246
H 6.066 -3.595 6.794
H 4.513 -5.413 1.711
H -1.330 1.631 -2.239
H -1.934 -3.130 -3.684
H 2.324 -3.796 -1.468
*
```

These are the Mulliken partial charges, in e, on atoms 1 to 8: -0.26, -0.45, -0.16, -0.32, -0.45, -0.54, -0.53, -0.31



5.
Entry from the OMol25 dataset: a 7-piece molecular cluster, C25H46N3O6PS2 overall in a non-equilibrium geometry (ωB97M-V with the def2-TZVPD basis set).

Calculated values
F_max, Eh/bohr: 0.0685
HOMO level, eV: -8.54
SMILES string: N=[PH2]c1cccc2c1N(N=C=S)c1ccccc1S2.CCO.CCO.CCO.CCO.CCO.CCO
Kohn-Sham gap, eV: 7.94

```
! wB97M-V def2-TZVPD RIJCOSX def2/J DEFGRID3
* xyz 0 1
S 1.529 -5.159 -2.250
S 2.238 -1.162 -0.860
P -2.344 -4.653 1.883
O -1.152 -7.701 2.743
O 2.071 8.628 1.953
O -2.280 6.688 1.125
O -1.903 4.537 -4.323
O -0.910 3.589 1.513
O -0.132 1.372 -2.981
N -0.028 -2.795 -0.436
N -3.387 -5.520 2.691
N 0.220 -3.990 0.301
C 2.444 -4.890 -0.684
C -0.534 -5.062 -0.369
C -0.797 3.565 -6.230
C -2.582 -6.493 -0.380
C -0.200 2.316 -1.915
C 3.855 -5.209 -0.547
C 3.183 7.662 0.037
C -0.979 8.641 1.685
C -1.455 2.587 2.364
C 4.459 -4.969 0.768
C 1.636 -4.320 0.412
C -0.887 -6.763 -2.245
C 3.695 -4.421 1.878
C 0.035 -9.585 1.809
C -2.840 2.187 1.892
C -0.747 -9.042 2.991
C -1.798 -5.450 0.285
C 2.285 -4.104 1.715
C -2.151 -7.152 -1.610
C -0.812 4.697 -5.221
C -1.312 7.205 2.035
C 0.910 -1.988 -0.453
C -0.088 -5.722 -1.600
C 1.115 3.062 -1.795
C 3.163 8.789 1.052
H -1.733 3.543 -6.792
H -1.637 -9.650 3.182
H 2.184 7.780 2.399
H 0.119 4.720 -4.644
H 1.076 3.793 -0.986
H 1.640 -3.667 2.520
H -1.506 4.351 1.541
H -2.725 -7.969 -2.105
H -3.264 1.413 2.535
H -3.555 -6.793 0.082
H -1.728 7.144 3.042
H -0.926 5.657 -5.725
H 2.248 7.638 -0.527
H 4.094 8.811 1.628
H 4.013 7.780 -0.662
H 3.280 6.693 0.536
H 0.584 0.758 -2.779
H -1.788 3.688 -3.875
H 4.165 -4.246 2.870
H -0.417 6.575 1.992
H -0.243 9.049 2.376
H -0.582 8.708 0.669
H 1.936 2.366 -1.602
H -0.704 2.600 -5.725
H -0.434 1.786 -0.988
H -0.782 1.728 2.343
H -1.014 3.010 -2.129
H -0.574 -9.565 0.901
H -0.129 -9.044 3.890
H 0.357 -10.613 1.992
H -1.878 9.261 1.718
H 0.915 -8.969 1.617
H 4.476 -5.615 -1.377
H -0.494 -7.229 -3.175
H -1.182 -4.446 2.702
H -3.511 3.050 1.891
H -1.901 6.737 0.239
H -2.824 -3.353 1.514
H 5.543 -5.174 0.961
H 3.044 9.751 0.553
H -3.043 -5.765 3.619
H 0.033 3.676 -6.931
H 1.348 3.579 -2.729
H -1.706 -7.706 1.952
H -1.490 2.974 3.387
H -2.801 1.811 0.867
*
```

These are the Mulliken partial charges, in e, on atoms 1 to 8: -0.27, -0.27, 0.50, -0.38, -0.45, -0.52, -0.54, -0.41



6.
Entry from the OMol25 dataset: a 7-piece molecular cluster, C25H46O15 overall in a non-equilibrium geometry (ωB97M-V with the def2-TZVPD basis set).

Calculated values
F_max, Eh/bohr: 0.1410
Energy relative to the best compared isomer or geometry (same formula, charge and spin), kcal/mol: 320.71
HOMO level, eV: -9.26
SMILES string: COC(=O)OC.COC(=O)OC.COC(=O)OC.O=C1CCCO1.O=C1CCCO1.C1CCOC1.C1CCOC1
Kohn-Sham gap, eV: 9.72

```
! wB97M-V def2-TZVPD RIJCOSX def2/J DEFGRID3
* xyz 0 1
O -3.081 1.709 -0.913
O 1.074 -0.847 2.163
O 5.236 -3.478 -1.508
O -0.436 0.649 -0.868
O -4.267 2.164 0.821
O -0.078 -1.123 0.429
O 0.076 5.050 -1.524
O 2.246 1.042 2.641
O 1.671 -0.249 -0.451
O 4.228 -1.867 -0.370
O 0.836 0.981 -5.179
O -2.858 -1.532 2.053
O 1.292 -1.070 -4.116
O -4.546 0.158 -0.168
O 6.303 -2.500 0.158
C 0.315 -0.181 -0.389
C 2.430 0.918 -0.725
C -0.109 2.062 -5.096
C -5.366 1.965 1.669
C -2.318 -2.471 4.215
C -1.517 -1.468 0.533
C 1.192 -2.247 2.336
C 2.164 -0.216 2.495
C -2.459 0.850 -1.941
C -4.079 -1.410 2.768
C -1.133 1.525 -4.149
C 3.212 -1.215 2.821
C 4.282 -0.722 0.432
C 2.625 -2.462 2.313
C 6.378 -4.329 -1.906
C 5.376 -2.539 -0.586
C 0.662 3.767 -1.713
C -1.182 4.842 -0.977
C -1.002 3.667 -0.043
C -0.624 0.311 -3.450
C -0.222 2.816 -0.915
C 0.633 -0.012 -4.227
C -3.936 1.208 -0.071
C -3.740 -2.436 3.981
C -1.833 -1.650 3.052
H -2.176 -0.641 0.798
H -1.230 -0.544 -3.749
H 1.582 3.833 -1.132
H 6.807 -4.900 -1.083
H -1.878 -1.827 -0.431
H -1.981 -3.507 4.188
H -3.086 0.147 -2.488
H 0.402 2.175 -0.292
H 0.650 -2.762 1.543
H -4.025 -0.345 2.993
H 3.379 -1.099 3.892
H 5.818 -4.992 -2.566
H -1.695 -2.292 1.224
H 0.634 -2.428 3.255
H -1.689 0.246 -1.460
H -4.181 -2.003 4.878
H -0.496 2.232 -6.100
H 4.151 -0.916 2.354
H 7.121 -3.899 -2.577
H -1.418 2.305 -3.442
H -2.031 -2.037 5.172
H -0.926 -2.123 2.675
H -2.006 1.211 -4.720
H 3.502 0.723 -0.742
H 2.225 1.606 0.096
H -0.829 2.086 -1.451
H 4.488 -1.210 1.385
H -1.890 4.723 -1.798
H -6.116 2.610 1.213
H -5.791 0.963 1.737
H 2.865 -3.402 2.809
H -0.415 4.028 0.801
H -1.874 1.424 -2.660
H 5.056 -0.013 0.140
H -1.457 -0.683 3.388
H -1.973 3.276 0.262
H 2.846 -2.528 1.248
H -0.475 0.366 -2.372
H 2.122 1.392 -1.657
H -4.193 -3.379 3.675
H 0.790 3.435 -2.744
H 0.398 2.983 -4.808
H -1.633 5.660 -0.415
H -5.087 2.332 2.657
H 3.300 -0.248 0.415
H -5.034 -1.637 2.296
*
```

These are the Mulliken partial charges, in e, on atoms 1 to 8: -0.10, -0.07, -0.33, -0.74, -0.30, -0.29, -0.52, -0.77



E values (in eV) by entry order: -99993.5261 -153821.0938 -53739.5304 -43969.6487 -74379.4059 -57368.5076.